No. 1
Formula: C15H15BrFeNO
Source: the OMol25 dataset
Level of theory: ωB97M-V/def2-TZVPD

Last column: Löwdin spin population.
Atoms and positions in Å:
C: -2.4886 -0.8853 -0.8963  0.03
C: -2.4320 -1.3986 0.4353  0.01
C: -2.2260 -0.3094 1.3352  0.03
H: -2.5098 -2.4443 0.7219  0.00
C: -2.1861 0.8913 0.5545  0.00
C: -2.2973 0.5324 -0.8215  0.03
H: -2.2513 1.2130 -1.6682  0.00
H: -2.6773 -1.4627 -1.7957  0.00
H: -2.1368 -0.3663 2.4203  0.00
H: -2.1183 1.8905 0.9514  0.00
Fe: 0.6671 -0.3005 -2.8880  3.49
Br: 0.8805 -1.6498 -1.0384  0.19
C: 2.0522 0.6665 -4.1922  0.04
C: 0.8174 1.3880 -4.2553  0.05
C: -0.2091 0.4980 -4.6866  0.04
H: 0.7084 2.4535 -4.0833  0.01
C: 0.3851 -0.8005 -4.8994  0.04
C: 1.7928 -0.6963 -4.5889  0.05
H: 2.5492 -1.4783 -4.6768  0.00
H: 3.0171 1.1131 -3.9644  0.00
H: -1.2238 0.7930 -4.9131  0.01
H: -0.1282 -1.6658 -5.3148  0.00
O: 0.3912 -1.0755 1.7863  0.20
N: 0.7670 -0.4717 2.8685  0.27
C: 0.9183 0.8941 2.8609  0.04
C: 1.0815 1.5698 4.0607  0.09
C: 1.2409 0.8535 5.2498  0.19
C: 1.1501 -0.5398 5.2261  0.07
C: 0.9724 -1.1929 4.0226  0.07
H: 0.8368 1.3902 1.8991  0.01
H: 1.0747 2.6527 4.0330  0.01
H: 1.4346 1.3817 6.1897  0.02
H: 1.2174 -1.1589 6.1262  0.01
H: 0.9302 -2.2848 3.9416  0.02

Forces on atoms 1 to 2 (eV/Å):
0.082 0.279 0.998
-0.174 0.900 -0.299

Calculated values
Calculated total energy, Ha: -4548.08171
<S²>: 8.80
2S+1: 6
ΔE to the lowest compared entry with this formula, charge and spin, eV: 0.000
Total charge: -2
F_max, eV/Å: 3.97

No. 2
Formula: C26H26BrKN5O2PS
Source: the OMol25 dataset
Level of theory: ωB97M-V/def2-TZVPD

Last column: natural (NBO) charge in e.
Atoms and positions in Å:
K: -0.1653 0.3050 -0.0593  0.88
N: -2.4562 -2.4930 1.7446  -0.89
P: -2.5498 -0.8604 1.2510  1.00
C: -3.5389 -1.0563 -0.2787  -0.38
C: -4.7420 -1.7581 -0.2766  -0.12
C: -5.4465 -1.9363 -1.4539  -0.23
C: -4.9472 -1.4304 -2.6449  -0.20
C: -3.7475 -0.7381 -2.6566  -0.20
C: -3.0494 -0.5471 -1.4756  -0.19
C: -3.8546 -0.3645 2.4289  -0.26
C: -4.8706 0.5023 2.0379  -0.24
C: -5.8055 0.9381 2.9590  -0.19
C: -5.7287 0.5258 4.2789  -0.21
C: -4.7013 -0.3096 4.6838  -0.20
C: -3.7561 -0.7362 3.7682  -0.25
C: -1.3226 -3.1845 1.4154  0.39
C: -0.9857 -4.3777 2.0624  -0.29
C: 0.1234 -5.0622 1.6234  -0.14
C: 0.8679 -4.5349 0.5738  -0.31
C: 0.4688 -3.3305 0.0243  0.07
N: -0.6047 -2.6637 0.4256  -0.51
H: -2.9181 -2.7863 2.5967  0.41
H: -5.1280 -2.1563 0.6531  0.21
H: -6.3871 -2.4712 -1.4439  0.21
H: -5.4959 -1.5783 -3.5645  0.21
H: -3.3514 -0.3445 -3.5822  0.22
H: -2.1172 0.0078 -1.4885  0.21
H: -4.9231 0.8347 1.0088  0.22
H: -6.5943 1.6056 2.6481  0.21
H: -6.4616 0.8632 4.9952  0.21
H: -4.6274 -0.6204 5.7160  0.22
H: -2.9224 -1.3372 4.1081  0.21
H: -1.5886 -4.7381 2.8808  0.21
H: 0.4085 -5.9917 2.0909  0.22
H: 1.7371 -5.0471 0.1978  0.22
H: 1.0317 -2.8865 -0.7879  0.20
Br: 4.0944 -1.7879 -1.2927  0.03
C: 3.7756 0.0169 -1.8159  0.17
C: 4.7210 0.6918 -2.5641  -0.31
C: 4.4571 2.0267 -2.8329  -0.15
C: 3.2896 2.5947 -2.3554  -0.26
C: 2.3853 1.7976 -1.6591  0.15
N: 2.6448 0.5210 -1.3868  -0.48
C: 1.0040 2.2560 -1.1689  0.72
O: 0.9705 2.9461 -0.1482  -0.73
O: 0.0609 1.7598 -1.8007  -0.77
H: 5.6153 0.2001 -2.9086  0.23
H: 5.1667 2.6063 -3.4042  0.22
H: 3.0705 3.6381 -2.5173  0.23
C: 5.1412 0.7206 1.4005  -0.42
N: 3.8015 0.3138 1.7481  -0.60
C: 2.6906 1.0145 2.0392  0.34
S: 1.3586 0.1069 2.4908  -0.40
N: 2.6023 2.3497 2.0973  -0.58
C: 3.5242 3.3486 1.6074  -0.41
H: 5.6579 -0.1471 0.9931  0.22
H: 5.6998 1.0743 2.2735  0.19
H: 5.1325 1.4999 0.6406  0.21
H: 3.6698 -0.6760 1.9052  0.42
H: 1.6401 2.6670 2.1154  0.44
H: 4.5108 3.2135 2.0478  0.19
H: 3.1418 4.3218 1.9066  0.22
H: 3.5844 3.3376 0.5158  0.21

Forces on atoms 1 to 2 (eV/Å):
0.166 -1.291 1.103
0.002 -0.164 0.751

Calculated values
Calculated total energy, Ha: -5344.21443
ΔE to the lowest compared entry with this formula, charge and spin, eV: 0.712
F_max, eV/Å: 1.71

No. 3
Formula: C9H14
Source: the OMol25 dataset
Level of theory: ωB97M-V/def2-TZVPD

Last column: natural (NBO) charge in e.
Atoms and positions in Å:
C: 2.7465 -1.4136 2.3977  -0.65
C: 1.9224 -0.5129 1.5899  -0.03
C: 1.2444 -1.0197 0.4275  -0.20
C: 0.5014 -0.3340 -0.5282  -0.23
C: 0.4540 1.0505 -0.4439  -0.21
C: 1.1949 1.6202 0.7229  -0.21
C: 1.9375 0.8500 1.6068  -0.22
H: 2.1087 -2.1491 2.9250  0.23
H: 3.3404 -0.8730 3.1861  0.22
H: 3.6141 -1.6868 1.8057  0.24
H: 1.3311 -2.1069 0.1687  0.20
H: -0.0306 -0.8518 -1.3100  0.21
H: -0.2477 1.7570 -1.0049  0.22
H: 0.9602 2.6329 0.9887  0.21
H: 2.5439 1.3828 2.4266  0.21
C: -3.1046 -0.4758 -1.6669  -0.60
C: -2.7621 0.9211 -2.0359  -0.60
H: -4.0679 -0.7011 -2.1051  0.20
H: -2.4015 -1.2059 -2.0676  0.19
H: -3.2020 -0.6546 -0.6448  0.20
H: -3.5520 1.5794 -1.6321  0.20
H: -2.7244 0.9656 -3.1482  0.20
H: -1.8066 1.2258 -1.6580  0.19

Forces on atoms 1 to 2 (eV/Å):
1.084 0.820 2.028
-1.037 -0.397 -3.806

Calculated values
SMILES string: Cc1ccccc1.CC
Calculated total energy, Ha: -351.27730
ΔE to the lowest compared entry with this formula, charge and spin, eV: 1.439
F_max, eV/Å: 3.96

No. 4
Formula: C8H13NOSi
Source: the OMol25 dataset
Level of theory: ωB97M-V/def2-TZVPD

Last column: natural (NBO) charge in e.
Atoms and positions in Å:
C: -1.1886 3.6281 0.4873  -0.21
C: -0.4266 3.5119 -0.5925  -0.26
C: -1.4086 2.5617 1.3442  -0.30
C: 0.2446 2.2291 -0.7505  -0.28
C: -0.8081 1.2766 1.1219  0.12
C: 0.0664 1.1386 0.0278  -0.19
C: -0.3798 -3.0480 -1.5924  -1.19
C: 2.6132 -1.8933 -0.6421  -1.15
N: -1.2191 0.2221 1.9174  -0.83
O: 0.4541 -2.4926 1.0338  -1.11
Si: 0.7031 -2.0090 -0.4841  1.79
H: -1.5160 4.5722 0.6401  0.20
H: -0.3980 4.2327 -1.4032  0.21
H: -2.2477 2.5961 2.0083  0.20
H: 0.9539 2.2118 -1.5891  0.20
H: -0.2851 -4.1634 -1.1144  0.25
H: -1.4634 -2.7928 -1.5645  0.27
H: -0.0834 -3.1511 -2.6173  0.26
H: 2.9968 -0.9351 -1.0772  0.27
H: 3.0739 -1.9948 0.3314  0.26
H: 3.0286 -2.6677 -1.3133  0.24
H: -1.6264 0.2327 2.8137  0.39
H: -0.6704 -0.6339 1.6436  0.37
H: -0.4133 -2.6318 1.3710  0.51

Forces on atoms 1 to 2 (eV/Å):
0.065 -1.547 0.915
2.322 -2.902 -1.868

Calculated values
Calculated total energy, Ha: -732.01992
ΔE to the lowest compared entry with this formula, charge and spin, eV: 3.175
F_max, eV/Å: 4.16